276
Properties=species:S:1:pos:R:3:forces:R:3 method="wB97M-V/def2-TZVPD" homo_ev=-8.0 mol_weight_g_mol=2116.00 multiplicity=1 e_tot_ha=-11682.3532 largest_force_ha_per_bohr=0.069
C -10.785 -23.843 -12.638 -0.5 1.2 0.0
C -11.571 -23.278 -11.468 -0.8 0.3 -1.1
C -12.798 -24.142 -11.219 0.0 0.3 -0.2
C -13.646 -23.646 -10.110 1.0 0.1 1.2
N -14.201 -24.805 -9.351 0.1 -0.8 1.9
C -14.957 -24.271 -8.136 -0.3 0.8 0.3
C -14.111 -24.445 -6.878 -0.9 1.1 -0.6
C -13.490 -25.746 -7.179 2.2 -0.3 0.6
C -13.077 -25.650 -8.650 0.3 -0.4 -0.5
C -15.068 -25.799 -10.049 -1.5 0.4 -0.4
C -16.198 -25.154 -10.871 0.6 0.6 -0.3
C -17.031 -26.244 -11.491 0.5 -0.2 0.4
H -9.819 -23.401 -12.657 1.1 0.3 -0.1
H -11.222 -23.660 -13.625 -0.2 -0.1 0.2
H -10.714 -24.879 -12.487 0.4 -1.6 -0.1
H -11.859 -22.235 -11.692 0.0 -0.3 0.2
H -10.964 -23.274 -10.578 0.4 0.0 0.5
H -12.495 -25.138 -10.954 0.5 -0.7 -0.1
H -13.439 -24.267 -12.068 -0.1 0.0 -0.9
H -14.369 -22.864 -10.399 -0.2 -0.9 0.7
H -12.947 -23.258 -9.342 -0.5 0.5 -0.3
H -15.732 -24.996 -8.066 -1.1 0.1 0.4
H -15.321 -23.240 -8.244 0.2 -0.5 -0.7
H -14.802 -24.491 -6.029 0.2 0.1 0.0
H -13.449 -23.602 -6.731 0.3 0.1 0.0
H -14.242 -26.447 -6.959 -0.9 -1.5 -0.3
H -12.650 -25.984 -6.482 -0.2 0.1 -0.8
H -12.869 -26.636 -9.164 -0.7 1.2 0.5
H -12.185 -25.035 -8.770 0.1 -0.1 0.3
H -15.558 -26.412 -9.255 0.6 0.4 -0.6
H -14.479 -26.486 -10.650 0.3 0.3 -0.3
H -15.873 -24.474 -11.666 0.7 -0.3 0.1
H -16.824 -24.458 -10.308 0.0 -0.4 0.6
H -17.804 -25.804 -12.077 -0.6 0.1 -0.7
H -17.483 -26.800 -10.694 -0.6 -0.5 0.5
H -16.441 -26.948 -12.083 0.1 0.3 -0.2
C -16.345 -21.066 -11.019 1.0 -0.1 -0.5
O -16.791 -21.959 -12.185 0.6 0.7 2.2
O -16.098 -21.679 -9.904 -0.6 0.2 0.0
C -15.021 -20.465 -11.598 -0.3 -1.6 -1.1
F -14.425 -19.558 -10.852 0.2 0.4 0.6
F -14.112 -21.503 -11.780 -0.2 0.9 -0.2
F -15.172 -19.922 -12.827 0.0 0.2 -0.1
C -18.139 -21.800 -12.502 -0.2 -0.5 -0.7
C -19.164 -22.866 -12.054 1.8 1.7 0.9
H -20.042 -22.587 -12.607 -0.7 -0.6 -0.2
H -18.741 -23.840 -12.208 -0.2 -0.6 -0.4
H -19.313 -22.730 -10.986 -0.3 -0.2 0.2
H -18.040 -21.906 -13.561 -0.9 0.4 -1.2
H -18.521 -20.800 -12.242 0.2 -0.1 -0.2
H -17.061 -20.201 -11.058 -0.1 -0.4 0.3
C -10.912 -21.486 -7.670 -0.4 0.8 0.5
C -10.723 -20.456 -6.495 1.9 0.1 -0.9
C -10.240 -19.103 -7.204 -2.0 -1.0 0.1
S -11.189 -19.093 -8.822 -0.1 -0.1 2.5
O -10.139 -19.192 -9.787 0.4 0.4 -1.5
O -12.268 -18.108 -8.870 1.3 -0.6 -0.2
C -11.894 -20.695 -8.576 0.4 -1.1 -0.4
H -11.379 -22.486 -7.488 0.4 0.9 0.5
H -9.905 -21.703 -8.079 -0.7 0.3 -0.3
H -9.865 -20.695 -5.833 -0.8 -0.3 -0.1
H -11.616 -20.313 -5.899 -0.1 0.1 -0.1
H -9.159 -19.076 -7.379 -0.4 0.0 -0.2
H -10.594 -18.254 -6.642 0.2 0.4 0.2
H -11.997 -21.207 -9.544 -0.3 0.5 0.1
H -12.855 -20.549 -8.060 0.2 -0.3 -0.3
C -14.882 -18.064 -5.140 -1.1 -1.4 -1.2
C -15.020 -18.054 -6.702 0.8 0.5 1.1
C -15.849 -19.255 -7.129 -0.5 -0.3 0.6
S -15.402 -20.583 -5.957 -2.1 1.5 1.9
O -14.543 -21.467 -6.644 2.0 -1.4 -1.0
O -16.526 -21.204 -5.252 0.5 0.8 -0.7
C -14.529 -19.530 -4.759 0.3 0.4 -1.2
H -15.859 -17.772 -4.755 0.1 -0.1 0.5
H -14.111 -17.426 -4.784 0.5 0.8 0.2
H -14.000 -18.184 -7.017 0.5 -0.3 -0.7
H -15.283 -17.059 -7.097 -0.5 -0.6 0.1
H -15.562 -19.671 -8.089 -0.2 0.0 -0.3
H -16.943 -19.159 -7.040 0.4 0.3 -0.1
H -13.456 -19.779 -4.863 -0.5 0.3 0.1
H -14.880 -19.798 -3.792 -0.2 -0.4 0.8
C -14.000 -31.809 -10.274 1.7 0.5 -0.4
C -12.871 -31.643 -11.353 0.3 -0.6 1.6
C -11.771 -30.799 -10.628 -1.1 -0.8 0.2
S -12.780 -29.510 -9.957 0.7 0.1 0.5
O -13.058 -28.615 -11.066 0.0 0.6 0.2
O -12.200 -28.980 -8.720 -0.5 0.1 -0.8
C -14.269 -30.458 -9.658 0.1 -0.1 0.1
H -13.708 -32.538 -9.536 0.5 0.0 0.5
H -14.839 -32.236 -10.717 -1.7 -0.5 -0.9
H -13.243 -31.109 -12.231 0.3 -0.4 -0.1
H -12.505 -32.676 -11.495 0.0 0.7 -0.8
H -11.002 -30.354 -11.260 0.0 -0.1 0.1
H -11.416 -31.363 -9.750 0.3 0.2 -0.4
H -15.017 -29.925 -10.231 -0.4 0.2 0.2
H -14.459 -30.531 -8.593 -0.2 0.3 0.0
C -11.540 -29.252 -4.522 0.3 1.1 -0.1
C -13.062 -28.824 -4.642 -0.3 0.4 1.3
C -13.823 -29.645 -5.704 1.6 1.1 -1.0
S -12.825 -31.069 -5.765 0.6 0.3 0.2
O -12.927 -31.697 -7.056 -0.2 -0.9 -0.3
O -13.036 -31.755 -4.512 0.1 -0.7 -0.3
C -11.222 -30.240 -5.654 -1.2 -0.1 0.4
H -11.351 -29.714 -3.542 -0.3 -0.2 -0.4
H -10.875 -28.360 -4.479 -0.4 -0.5 -0.6
H -13.195 -27.710 -4.750 0.1 -1.3 0.1
H -13.488 -29.151 -3.671 0.0 0.7 -0.5
H -13.653 -29.238 -6.739 -0.8 0.0 0.9
H -14.841 -29.928 -5.463 0.0 0.2 -0.2
H -11.060 -29.823 -6.669 0.3 -0.2 0.7
H -10.579 -31.051 -5.311 0.4 0.3 -0.5
C -18.867 -21.639 -7.567 -0.5 0.5 -0.8
C -20.385 -21.939 -7.945 1.8 -1.4 -0.5
C -20.693 -23.381 -7.425 -0.1 -0.3 -0.6
S -19.081 -24.251 -7.491 0.2 -0.3 0.2
O -19.012 -25.049 -8.701 -0.4 -0.5 0.2
O -18.857 -24.892 -6.197 -0.1 0.5 -0.7
C -17.985 -22.886 -7.858 -1.8 1.3 1.6
H -18.830 -21.284 -6.538 0.2 -0.4 0.2
H -18.434 -20.811 -8.167 -0.5 -0.4 0.1
H -20.442 -21.986 -9.043 -0.2 0.3 0.3
H -21.036 -21.178 -7.563 -0.4 0.2 0.2
H -21.421 -24.019 -8.018 1.0 1.0 0.4
H -21.029 -23.449 -6.393 0.2 0.3 0.1
H -17.778 -22.966 -8.891 0.3 0.0 -1.1
H -17.071 -22.815 -7.300 0.2 -0.5 0.5
C -21.841 -27.606 -12.059 -1.8 -0.8 0.6
C -20.567 -26.923 -11.585 0.8 0.7 0.2
C -20.915 -25.454 -11.270 1.4 0.5 0.2
S -22.401 -25.622 -10.307 1.2 -2.8 -1.0
O -23.230 -24.478 -10.213 -0.7 1.4 0.3
O -21.971 -26.360 -9.124 -0.5 0.8 -0.1
C -23.100 -26.887 -11.410 0.3 0.8 -0.6
H -21.818 -28.649 -11.696 -0.1 0.4 -0.3
H -22.046 -27.646 -13.145 0.7 0.2 0.5
H -19.786 -26.922 -12.353 -0.2 -0.2 0.1
H -20.140 -27.401 -10.667 -0.5 0.4 -0.8
H -20.961 -24.835 -12.191 -0.6 -0.4 0.6
H -20.153 -24.986 -10.608 -0.5 -0.4 -0.3
H -23.777 -26.371 -12.148 0.8 -0.5 0.7
H -23.692 -27.490 -10.740 -0.2 -0.4 0.0
C -12.119 -19.458 -14.406 1.1 2.1 0.1
C -11.780 -18.934 -12.982 -1.2 -0.8 -0.1
C -10.289 -18.907 -12.879 1.9 0.5 0.4
S -9.615 -19.986 -14.151 0.0 -1.6 1.4
O -8.651 -20.929 -13.562 -1.2 0.6 -0.7
O -9.190 -19.251 -15.294 0.7 1.0 -1.1
C -11.230 -20.634 -14.591 0.8 -1.5 -1.9
H -11.819 -18.600 -15.075 -0.3 -1.0 0.2
H -13.123 -19.714 -14.615 -1.2 -0.1 0.2
H -12.148 -19.628 -12.215 -0.1 0.1 -0.2
H -12.240 -17.977 -12.776 0.0 0.2 0.0
H -9.900 -19.214 -11.895 -0.2 -0.1 -0.5
H -9.814 -17.941 -13.091 -0.3 0.0 -0.1
H -11.448 -21.398 -13.886 -0.4 -0.7 0.9
H -11.252 -21.161 -15.604 0.4 1.0 1.2
C -16.252 -24.067 -1.442 0.0 -0.3 -1.1
C -15.205 -24.474 -0.422 -0.3 0.7 0.6
C -14.522 -25.743 -0.829 0.3 -0.1 0.0
S -14.596 -25.794 -2.591 0.7 2.0 -1.2
O -15.454 -26.894 -2.932 -0.1 -0.4 -0.5
O -13.245 -25.670 -3.162 -1.3 -0.4 0.4
C -15.574 -24.198 -2.825 0.7 -1.1 1.7
H -16.493 -23.012 -1.315 -0.5 -0.2 0.2
H -17.116 -24.723 -1.415 -0.4 0.2 0.2
H -15.640 -24.574 0.575 0.2 0.2 -0.1
H -14.467 -23.685 -0.431 0.3 0.3 0.3
H -15.082 -26.615 -0.556 -0.1 -0.5 0.4
H -13.489 -25.790 -0.498 0.0 -0.2 0.0
H -16.207 -24.274 -3.680 -0.5 -0.2 -0.5
H -14.939 -23.337 -2.879 0.9 0.2 -0.5
C -16.193 -30.312 -13.420 -1.2 0.2 0.6
C -15.323 -29.233 -14.073 0.4 -1.0 0.1
C -16.125 -28.493 -15.109 -0.4 -0.7 0.4
S -17.842 -28.693 -14.597 0.8 0.1 -1.7
O -18.444 -29.698 -15.474 -0.1 0.9 0.9
O -18.329 -27.317 -14.551 -0.8 -1.0 0.7
C -17.524 -29.552 -13.020 0.3 -1.3 -1.8
H -15.765 -30.806 -12.521 0.0 0.5 -0.6
H -16.460 -31.098 -14.138 0.1 0.1 0.1
H -14.432 -29.684 -14.512 0.1 0.2 0.2
H -15.061 -28.496 -13.342 0.6 0.2 0.7
H -16.013 -28.920 -16.097 -0.2 0.1 -0.2
H -15.906 -27.444 -15.057 0.0 0.3 -0.4
H -18.373 -30.243 -12.846 0.4 0.7 0.2
H -17.309 -28.813 -12.297 -0.2 0.6 1.1
C -16.164 -22.879 -15.825 1.4 1.0 0.3
C -14.649 -22.412 -15.603 -0.9 0.8 -0.6
C -13.826 -23.537 -14.994 1.9 0.9 -0.4
S -14.831 -24.916 -14.916 -1.4 -1.2 0.7
O -14.664 -25.739 -13.730 0.2 0.5 -0.1
O -14.744 -25.585 -16.171 0.3 -0.8 -1.4
C -16.366 -24.027 -14.910 0.7 -0.7 1.0
H -16.330 -23.105 -16.873 -0.1 -0.2 0.0
H -16.815 -22.080 -15.506 -0.2 0.4 -0.2
H -14.612 -21.587 -14.890 -0.3 0.0 -0.1
H -14.278 -22.010 -16.563 0.2 -0.5 0.5
H -13.473 -23.296 -14.005 -0.1 0.2 0.5
H -12.925 -23.819 -15.564 -0.4 0.1 0.0
H -16.474 -23.755 -13.865 -0.3 0.4 0.2
H -17.097 -24.743 -15.184 -0.9 -0.7 -0.3
C -19.710 -29.046 -6.738 -0.3 -0.3 0.7
C -19.439 -28.168 -5.466 1.2 -0.1 -1.2
C -17.944 -27.667 -5.502 -0.2 -2.7 0.3
S -17.334 -28.084 -7.139 -0.9 0.5 0.5
O -16.569 -29.304 -7.139 0.3 -0.4 0.1
O -16.739 -26.886 -7.668 0.5 0.2 -0.5
C -18.926 -28.416 -7.873 0.3 0.9 0.6
H -20.766 -29.034 -6.998 -0.1 0.1 0.1
H -19.479 -30.107 -6.534 0.3 0.5 -0.3
H -19.616 -28.709 -4.552 -0.3 0.0 0.3
H -20.055 -27.292 -5.576 -0.3 0.3 0.4
H -17.275 -28.291 -4.844 -0.7 1.0 -0.3
H -17.895 -26.613 -5.364 0.4 0.6 0.1
H -18.781 -29.006 -8.762 0.0 -0.2 -0.4
H -19.285 -27.389 -8.085 -0.2 -0.6 -0.2
C -11.208 -26.357 -14.930 0.0 -2.0 0.6
C -11.091 -27.329 -16.145 1.9 0.3 0.6
C -10.103 -28.425 -15.606 -1.4 0.2 -0.2
S -10.890 -28.859 -14.032 3.4 0.6 -0.6
O -9.848 -29.184 -13.028 -1.7 -0.1 -0.9
O -11.918 -29.755 -14.454 -1.0 -1.2 0.7
C -11.592 -27.285 -13.708 0.5 1.2 0.0
H -11.948 -25.577 -15.013 0.1 0.2 -0.2
H -10.189 -25.960 -14.766 -0.6 0.1 0.0
H -10.572 -26.803 -16.950 -0.3 -0.1 -0.1
H -11.983 -27.802 -16.505 -0.7 0.1 0.1
H -9.143 -27.982 -15.429 0.6 0.1 0.1
H -10.067 -29.332 -16.233 0.1 0.4 0.4
H -11.283 -26.919 -12.722 0.1 -0.2 -0.3
H -12.630 -27.518 -13.657 -1.0 0.3 0.0
C -9.478 -23.112 -3.201 -1.5 -0.5 0.5
C -10.476 -23.996 -4.019 -0.1 0.0 1.3
C -11.733 -23.192 -4.229 -1.4 0.4 -0.6
S -11.783 -21.920 -2.911 -0.9 -1.7 -1.4
O -12.979 -22.113 -2.109 0.5 0.4 0.0
O -11.517 -20.680 -3.570 0.0 1.5 0.2
C -10.324 -22.427 -2.091 0.6 -1.6 0.7
H -8.999 -22.425 -3.847 0.6 0.8 -0.6
H -8.775 -23.772 -2.743 0.8 -0.2 0.3
H -10.752 -24.915 -3.475 0.3 0.3 0.0
H -10.019 -24.306 -4.930 0.3 -0.2 -0.8
H -12.684 -23.734 -4.078 0.7 -0.1 -0.1
H -11.787 -22.754 -5.259 0.1 0.2 1.2
H -10.576 -23.287 -1.431 -0.3 0.7 -0.1
H -9.939 -21.619 -1.457 0.2 -0.1 -0.6
C -7.693 -26.611 -10.447 1.9 1.6 -0.2
C -8.841 -27.496 -10.202 -1.7 -0.1 -0.7
C -9.996 -26.619 -9.713 0.2 0.7 0.1
S -9.150 -25.516 -8.465 -1.1 -1.2 -1.1
O -9.116 -26.093 -7.151 0.3 -0.6 0.2
O -9.686 -24.192 -8.536 -0.4 1.2 -0.4
C -7.586 -25.629 -9.294 1.3 1.3 1.1
H -7.746 -25.955 -11.326 -0.4 -0.7 -0.3
H -6.770 -27.195 -10.528 -0.1 0.2 -0.1
H -8.614 -28.145 -9.396 0.3 -1.0 0.7
H -9.033 -28.079 -11.115 -0.4 0.1 0.4
H -10.884 -27.117 -9.308 0.6 0.0 0.1
H -10.316 -25.916 -10.495 0.1 -0.1 0.1
H -6.893 -25.888 -8.520 0.3 -1.1 0.6
H -7.168 -24.615 -9.460 -0.9 -0.3 -0.7
C -7.631 -21.775 -17.142 -0.2 0.6 0.5
C -6.722 -22.549 -16.222 2.2 0.9 0.4
C -7.526 -23.639 -15.581 -0.8 0.0 0.8
S -8.825 -23.970 -16.817 -0.6 -2.4 1.3
O -10.119 -23.537 -16.293 0.6 -0.3 -0.4
O -8.634 -25.383 -17.223 -0.6 2.0 0.1
C -8.256 -22.815 -18.018 -0.7 0.1 -0.6
H -7.100 -21.023 -17.732 -0.2 0.0 0.3
H -8.406 -21.311 -16.467 0.6 -0.1 -1.1
H -6.359 -21.842 -15.459 0.1 -0.4 -0.1
H -5.820 -22.940 -16.743 -0.6 0.2 0.1
H -8.009 -23.188 -14.672 0.2 -0.8 -0.7
H -6.989 -24.588 -15.368 -0.5 0.7 -0.1
H -9.033 -22.406 -18.668 -0.2 -0.5 0.2
H -7.560 -23.409 -18.585 0.6 0.1 -0.5